[1]
118
Properties=species:S:1:pos:R:3:lowdin_spin:R:1 method="wB97M-V/def2-TZVPD" e_tot_ev=-214262.559 lumo_ev="1.96 / 1.97" spin_multiplicity=2 total_charge=-1 homo_lumo_gap_ev="4.28 / 5.26" s2=0.77
Ti -0.163 -0.875 0.239 0.008
Cl -1.710 -2.093 2.058 0.000
Cl 1.863 -0.620 6.764 0.000
Cl -4.102 -1.317 6.871 0.000
Cl -1.549 0.345 7.874 0.000
Cl -4.089 -2.517 3.988 0.000
S -0.291 -6.359 -1.118 0.000
S 1.923 -3.850 -2.662 0.000
S -2.440 -4.499 -3.336 0.000
P 1.126 2.201 0.592 0.009
P 1.968 0.680 -1.805 0.103
O 0.377 0.940 0.974 0.001
O 1.113 -1.573 1.447 0.000
O 1.208 -0.507 -1.184 0.006
O -1.728 -0.037 -0.252 0.000
O -0.557 -2.419 -0.578 0.000
N -2.541 1.632 2.186 0.000
N -4.264 0.549 3.023 0.000
N 4.385 0.335 4.114 0.000
N 3.353 -1.192 1.314 0.000
N 0.849 0.098 5.452 0.000
C -0.579 -3.551 -1.403 0.000
C -3.681 1.210 4.073 0.000
C -4.892 -0.442 -1.948 0.000
C 5.795 -0.738 -2.333 0.003
C 3.347 -0.077 3.822 0.000
C -2.627 1.882 3.534 0.000
C -0.490 -0.446 5.536 0.000
C 0.578 -6.969 0.224 0.000
C 3.554 0.137 -2.517 0.017
C -1.412 5.072 -1.882 0.015
C -0.061 -4.734 -0.598 0.000
C 0.642 -4.681 0.566 0.000
C 1.066 1.550 -2.957 0.153
C -2.711 -1.151 5.851 0.000
C 1.720 3.008 2.074 0.001
C 1.259 2.558 3.304 0.002
C -5.795 -0.100 -0.951 0.000
C 0.146 3.345 -0.372 0.013
C 1.139 -2.298 -4.526 0.001
C 1.747 3.128 4.473 0.000
C 3.681 0.133 -3.904 0.005
C 4.625 -0.292 -1.735 0.003
C 4.859 -0.291 -4.501 0.002
C -2.020 -3.812 -1.817 0.000
C -3.535 -0.407 -1.693 0.000
C 0.899 3.390 -4.558 0.023
C 2.119 -0.608 3.329 0.000
C 5.914 -0.735 -3.716 0.001
C -4.313 -4.101 -1.655 0.000
C 2.225 -3.010 -4.115 0.000
C 1.010 -5.972 1.041 0.000
C 0.938 -0.596 4.161 0.000
C -3.048 -0.031 -0.439 0.000
C 2.681 4.149 4.405 0.002
C -1.559 -0.451 6.341 0.000
C -3.118 -3.662 -1.027 0.000
C -3.951 0.343 0.575 0.000
C 0.037 -2.449 -3.647 0.001
C -1.235 3.185 -0.400 0.006
C -1.058 2.066 -4.033 0.050
C -0.031 5.232 -1.853 0.006
C -5.318 0.293 0.288 0.000
C 2.181 -1.122 2.067 0.000
C 2.544 1.722 -0.399 0.032
C 2.661 4.036 2.006 0.002
C 1.658 2.652 -3.680 0.146
C 0.308 -3.276 -2.599 0.000
C -4.093 -4.590 -2.906 0.000
C -2.683 -1.672 4.569 0.000
C 0.749 4.371 -1.103 0.015
C -0.384 -1.032 4.237 0.000
C -2.010 4.052 -1.157 0.004
C -1.573 -1.556 3.711 0.000
C 3.135 4.608 3.173 0.000
C -3.531 0.818 1.904 0.000
C -0.335 1.306 -3.160 0.109
C -0.461 3.127 -4.762 0.216
H -5.244 -0.747 -2.926 0.000
H 4.951 -0.280 -5.580 0.000
H 1.122 -1.678 -5.412 0.000
H 1.372 4.205 -5.096 -0.004
H 3.073 4.582 5.317 0.000
H 0.878 -3.752 1.065 0.000
H -1.690 2.396 0.183 0.000
H 3.029 4.388 1.050 0.000
H -2.814 -0.692 -2.449 0.000
H -6.860 -0.121 -1.140 0.000
H 2.707 2.896 -3.548 0.011
H 4.546 -0.291 -0.656 0.000
H 6.831 -1.075 -4.181 0.000
H 0.550 1.741 3.349 0.000
H 2.847 0.469 -4.507 0.003
H 1.414 2.737 5.425 0.000
H -3.075 -3.250 -0.030 0.000
H -0.911 -1.945 -3.775 0.001
H -4.816 -4.977 -3.605 0.000
H -6.018 0.605 1.053 0.000
H 3.215 1.160 0.259 0.004
H -2.017 5.738 -2.483 0.002
H -0.821 0.522 -2.593 0.005
H -1.044 3.724 -5.449 0.018
H 3.266 -1.861 0.561 0.000
H -3.083 3.915 -1.186 0.000
H -4.039 1.111 5.083 0.000
H -1.922 2.524 4.035 0.000
H -2.116 1.860 -4.153 -0.001
H 3.193 -3.073 -4.587 0.000
H 1.562 -6.142 1.954 0.000
H 4.198 -1.304 1.856 0.000
H -4.970 -0.163 3.098 0.000
H 0.712 -8.032 0.345 0.000
H 3.068 2.592 -0.803 0.000
H 1.826 4.488 -1.122 0.003
H 0.440 6.008 -2.442 0.000
H -5.290 -4.041 -1.197 0.000
H 6.616 -1.079 -1.716 0.000
H 3.872 5.400 3.125 0.000


[2]
109
Properties=species:S:1:pos:R:3:mulliken_charge:R:1 method="wB97M-V/def2-TZVPD" e_tot_ev=-146746.258 lumo_ev="-4.79 / -4.78" total_charge=+1 homo_lumo_gap_ev="4.84 / 4.93"
Sn -1.616 1.987 0.333 1.048
S -2.678 2.470 2.688 -0.389
S -5.184 3.916 3.273 -0.060
S -2.551 4.381 -0.181 -0.206
S -4.823 5.869 1.098 -0.093
P -1.890 -1.441 0.247 1.691
P 1.987 -1.221 1.821 1.582
P -0.526 2.853 -2.967 -0.115
Si -0.082 -0.001 1.812 0.264
O -6.823 6.023 2.860 -0.516
C -4.049 -1.120 -1.323 -0.911
C 2.797 4.075 -0.856 -0.860
C 1.161 3.334 0.785 -0.403
C -6.238 -0.387 -0.689 -0.659
C -1.326 -5.707 -1.443 -0.737
C -2.591 -5.256 -1.112 -0.674
C -1.218 0.600 -4.449 -0.604
C -1.087 -0.694 -4.901 -0.646
C 4.094 0.454 0.861 -0.434
C 1.259 2.701 -5.237 -0.101
C -0.247 -4.770 -1.388 -0.734
C -4.423 -0.402 0.929 -0.469
C 0.029 4.741 -4.881 -0.531
C -1.693 -3.086 -0.465 0.268
C 2.797 -2.695 2.490 0.414
C 0.913 0.677 3.235 0.889
C 2.597 -4.765 3.785 -0.702
C 3.997 -5.002 3.553 -0.580
C 4.134 -2.912 2.282 -0.318
C 0.637 3.179 -1.587 0.940
C 4.150 -0.813 -1.602 -0.536
C 2.028 -3.580 3.231 -0.366
C -0.417 -3.509 -0.885 -0.094
C -1.295 -1.317 4.272 -0.665
C 1.918 3.655 -1.849 0.170
C -5.385 -0.844 -1.692 -0.785
C -3.766 3.765 2.295 0.060
C 5.016 0.875 -0.118 -0.568
C -2.048 -1.868 2.001 -1.321
C 0.465 0.217 -2.753 0.837
C 3.261 -1.276 -0.637 -0.246
C 2.435 3.940 0.503 -0.697
C -5.862 5.387 2.493 0.567
C 2.060 -0.101 3.230 -0.682
C 0.498 5.261 -6.073 -0.549
C 0.315 2.924 -0.206 -0.470
C -0.181 -1.548 -4.305 -0.958
C -0.488 1.067 -3.345 0.610
C 1.306 4.476 -6.937 -0.574
C 4.759 -4.090 2.781 -0.828
C 2.899 1.100 5.177 -0.928
C -2.152 -2.305 4.766 -0.675
C -2.780 -3.930 -0.676 -0.156
C -1.218 -1.140 2.869 1.695
C 3.212 -0.631 0.595 0.374
C -3.684 4.552 1.154 0.208
C 1.727 3.225 -6.461 -0.586
C 5.013 0.231 -1.368 -0.776
C 0.604 -1.117 -3.195 -0.549
C 3.025 0.049 4.262 -0.511
C 0.763 1.749 4.123 -0.789
C -2.871 -3.124 3.887 -1.008
C -2.939 -2.826 2.525 -0.161
C 0.349 3.428 -4.456 -0.068
C -5.756 -0.164 0.592 -0.795
C 1.787 1.968 5.059 -0.668
C -3.576 -0.969 -0.024 0.263
H -1.150 -6.762 -1.690 0.407
H -2.207 -2.494 5.823 0.447
H 0.737 -5.117 -1.654 0.496
H -4.024 -0.183 1.878 0.632
H 5.755 -4.295 2.540 0.519
H 1.122 0.561 -1.917 -0.160
H 4.797 -2.181 1.797 0.402
H 4.142 -1.340 -2.535 0.504
H 5.811 0.483 -2.096 0.374
H -3.398 -3.959 4.307 0.470
H -1.989 1.190 -4.958 0.433
H -1.669 -1.082 -5.727 0.455
H 3.612 1.179 5.937 0.541
H -0.631 5.329 -4.262 0.401
H 3.910 -0.619 4.299 0.471
H 1.034 -3.221 3.476 0.302
H 2.711 -2.245 -0.782 0.424
H -3.462 -5.940 -1.130 0.382
H -7.285 -0.343 -0.932 0.424
H -3.781 -3.511 -0.524 0.342
H 3.093 4.194 1.335 0.428
H -3.419 -1.530 -2.094 0.608
H 1.363 -1.770 -2.740 0.269
H 0.879 3.177 1.814 0.533
H 4.517 -5.856 3.979 0.392
H 1.938 -5.368 4.413 0.446
H 0.240 6.283 -6.388 0.365
H 4.024 0.917 1.839 0.335
H -3.727 -3.207 1.865 0.360
H 0.447 -2.802 -0.767 0.023
H 1.691 2.796 5.801 0.371
H -5.727 -1.145 -2.668 0.495
H -6.392 0.280 1.378 0.422
H 1.560 4.679 -7.967 0.397
H 2.262 3.744 -2.879 0.348
H -0.103 -2.509 -4.764 0.440
H 5.664 1.722 0.192 0.399
H 3.781 4.379 -1.203 0.440
H 2.422 2.616 -7.038 0.380
H 1.642 1.793 -4.815 0.572
H -0.161 2.365 4.129 0.343
H -0.565 -0.724 4.924 0.234